# 1
DFT (the ωB97M-V functional and the def2-TZVPD basis) results for a molecular structure, C51H56AsSb3Tl.

The geometry in XYZ format:
```
112
C51H56AsSb3Tl the ωB97M-V functional and the def2-TZVPD basis
Tl 0.033 0.481 0.405
C 1.095 3.293 -1.837
C 2.522 2.909 -2.215
C 3.361 2.776 -0.950
Sb 2.836 1.041 0.206
C 3.636 -0.556 -0.895
C 3.291 -1.866 -0.579
C 3.886 -2.922 -1.254
C 4.822 -2.671 -2.250
C 5.172 -1.365 -2.563
C 4.587 -0.305 -1.883
C 3.959 1.161 1.966
C 3.708 2.174 2.892
C 4.532 2.299 3.999
C 5.591 1.416 4.179
C 5.828 0.405 3.258
C 5.010 0.267 2.144
Sb -0.569 3.020 -3.206
C -0.776 0.929 -2.656
C 0.317 0.086 -2.373
C 0.167 -1.300 -2.289
C -1.090 -1.868 -2.428
C -2.192 -1.046 -2.649
C -2.035 0.332 -2.763
C 0.541 2.748 -4.990
C 0.654 3.866 -5.817
C 1.382 3.794 -6.996
C 1.989 2.601 -7.364
C 1.868 1.481 -6.553
C 1.148 1.552 -5.368
H 1.091 4.334 -1.508
H 0.778 2.708 -0.965
H 2.951 3.677 -2.864
H 2.580 1.990 -2.800
H 3.259 3.645 -0.297
H 4.430 2.617 -1.114
H 2.581 -2.078 0.214
H 3.632 -3.943 -0.998
H 5.287 -3.496 -2.775
H 5.909 -1.168 -3.331
H 4.887 0.703 -2.141
H 2.889 2.872 2.756
H 4.354 3.088 4.718
H 6.235 1.520 5.041
H 6.656 -0.277 3.402
H 5.204 -0.525 1.430
H 1.324 0.482 -2.370
H 1.045 -1.922 -2.166
H -1.207 -2.945 -2.416
H -3.174 -1.482 -2.778
H -2.904 0.938 -2.993
H 0.168 4.800 -5.555
H 1.464 4.665 -7.633
H 2.545 2.542 -8.290
H 2.327 0.547 -6.850
H 1.050 0.659 -4.762
C 0.533 -3.992 -0.026
C -0.613 -4.493 0.802
C -0.704 -5.856 1.095
C -1.733 -6.364 1.867
C -2.712 -5.519 2.380
C -2.651 -4.166 2.104
C -1.607 -3.674 1.317
Sb -1.772 -1.579 1.122
C -1.566 -0.821 3.109
C -0.229 -0.543 3.438
C 0.125 -0.051 4.682
C -0.873 0.161 5.625
C -2.187 -0.146 5.318
C -2.568 -0.654 4.072
C -4.023 -0.990 3.878
C -3.690 -1.077 0.422
C -4.141 0.184 0.818
C -5.405 0.623 0.475
C -6.224 -0.210 -0.278
C -5.771 -1.455 -0.677
C -4.497 -1.925 -0.345
C -4.104 -3.298 -0.821
H 0.523 -4.429 -1.027
H 1.482 -4.264 0.440
H 0.507 -2.907 -0.136
H 0.055 -6.525 0.708
H -1.774 -7.425 2.075
H -3.515 -5.912 2.989
H -3.421 -3.512 2.503
H 0.576 -0.776 2.740
H 1.164 0.137 4.921
H -0.623 0.535 6.609
H -2.952 -0.009 6.074
H -4.402 -1.509 4.758
H -4.213 -1.619 3.012
H -4.626 -0.086 3.759
H -3.508 0.810 1.438
H -5.761 1.592 0.801
H -7.221 0.111 -0.551
H -6.420 -2.093 -1.266
H -4.555 -3.502 -1.791
H -4.460 -4.067 -0.133
H -3.027 -3.424 -0.918
C -1.620 2.589 3.045
As -1.092 2.845 1.199
C -2.630 3.568 0.286
C 0.129 4.342 1.326
H -2.028 3.533 3.407
H -0.746 2.319 3.637
H -2.367 1.806 3.144
H -3.028 4.361 0.920
H -3.379 2.800 0.122
H -2.319 3.983 -0.671
H -0.200 4.948 2.170
H 0.076 4.928 0.412
H 1.153 4.012 1.492
```

* total charge: +3
* Kohn-Sham gap: 5.71 eV
* highest occupied orbital energy: -15.12 eV
* E_tot: -5104.992032 Eh
* ΔE to the lowest compared entry with this formula, charge and spin: 0.00 kJ/mol

***

# 2
DFT (the ωB97M-V functional and the def2-TZVPD basis) results for 2 unconnected molecules or ions with the total composition C51H61Cl2N2.

The geometry in XYZ format:
```
116
C51H61Cl2N2 the ωB97M-V functional and the def2-TZVPD basis
Cl 0.056 -4.541 6.327
C -0.172 -3.103 5.421
C 0.531 -1.943 5.795
C 0.308 -0.753 5.112
C -0.571 -0.707 3.986
C -0.794 0.502 3.245
C -0.983 1.754 3.898
C -1.087 2.959 3.145
C -1.551 4.129 3.726
C -1.913 4.146 5.086
Cl -2.587 5.547 5.791
C -1.749 3.000 5.876
C -1.272 1.837 5.296
C -1.213 -1.912 3.594
C -1.039 -3.086 4.313
H 1.217 -1.985 6.639
H 0.788 0.165 5.460
H -1.183 0.411 2.247
H -0.816 2.938 2.087
H -1.669 5.030 3.136
H -2.021 3.024 6.929
H -1.184 0.956 5.929
H -1.898 -1.870 2.745
H -1.573 -3.986 4.018
C 1.643 -1.817 1.583
C 3.009 -1.186 1.421
C 3.793 -1.468 2.717
C 3.765 -1.882 0.286
C 2.844 0.340 1.160
C 3.028 1.196 2.251
C 3.250 2.553 2.057
C 3.266 3.071 0.768
C 2.979 2.285 -0.351
C 3.174 2.960 -1.753
C 1.912 2.871 -2.588
C 4.359 2.338 -2.500
C 3.463 4.468 -1.659
C 2.566 0.931 -0.111
N 1.743 0.212 -1.065
C 2.229 -0.371 -2.319
C 0.989 -0.848 -3.020
N -0.083 -0.693 -2.033
C -1.413 -1.174 -2.356
C -1.690 -2.573 -2.318
C -0.778 -3.740 -1.820
C -1.620 -4.830 -1.124
C 0.257 -3.311 -0.808
C -0.088 -4.389 -3.024
C -2.902 -3.029 -2.840
C -3.951 -2.163 -3.089
C -3.700 -0.799 -3.061
C -2.410 -0.292 -2.869
C -2.201 1.140 -3.473
C -3.509 1.950 -3.442
C -1.814 0.959 -4.948
C -1.175 1.984 -2.757
C 0.391 -0.046 -0.905
C -0.346 0.365 0.219
C -1.809 0.326 0.210
C -2.495 -0.900 0.391
C -3.882 -0.946 0.455
C -4.625 0.239 0.416
C -3.971 1.467 0.292
C -2.580 1.518 0.231
H 0.991 -1.491 0.774
H 1.698 -2.914 1.575
H 1.157 -1.484 2.503
H 4.683 -0.832 2.800
H 3.173 -1.336 3.613
H 4.130 -2.514 2.717
H 4.616 -1.272 -0.045
H 4.153 -2.848 0.643
H 3.114 -2.101 -0.564
H 3.075 0.799 3.267
H 3.460 3.200 2.911
H 3.508 4.127 0.647
H 1.078 3.359 -2.071
H 2.066 3.378 -3.552
H 1.649 1.839 -2.802
H 5.306 2.674 -2.060
H 4.353 1.246 -2.468
H 4.338 2.661 -3.550
H 4.443 4.675 -1.213
H 3.462 4.901 -2.670
H 2.685 4.987 -1.086
H 2.784 0.351 -2.926
H 2.924 -1.197 -2.125
H 0.756 -0.239 -3.910
H 1.072 -1.892 -3.350
H -2.211 -5.417 -1.834
H -0.959 -5.534 -0.599
H -2.302 -4.394 -0.383
H 0.903 -2.531 -1.206
H -0.229 -2.959 0.107
H 0.903 -4.160 -0.539
H 0.479 -3.660 -3.612
H 0.609 -5.163 -2.676
H -0.826 -4.860 -3.685
H -3.056 -4.096 -3.013
H -4.946 -2.537 -3.333
H -4.538 -0.139 -3.283
H -3.959 1.940 -2.440
H -3.308 2.997 -3.707
H -4.232 1.573 -4.175
H -0.892 0.376 -5.066
H -2.613 0.423 -5.478
H -1.673 1.933 -5.435
H -0.251 1.438 -2.625
H -0.947 2.884 -3.345
H -1.523 2.285 -1.766
H 0.237 0.928 0.944
H -1.894 -1.805 0.509
H -4.378 -1.913 0.573
H -5.711 0.206 0.499
H -4.541 2.401 0.281
H -2.057 2.477 0.204
```

* total charge: +1
* Kohn-Sham gap: 4.15 eV
* highest occupied orbital energy: -9.53 eV
* E_tot: -3009.553563 Eh
* ΔE to the lowest compared entry with this formula, charge and spin: 0.00 kJ/mol